Below is 2 unconnected molecules or ions with the total composition C5H8S2 in a non-equilibrium geometry, with properties calculated with ωB97M-V/def2-TZVPD.

Bonds (Å) are listed after each position.
Positions of all 15 atoms, in Å:
1 C -0.0541 0.2762 -2.4498  C2 1.533, H5 1.099, H6 1.097, H7 1.122
2 C -1.0878 -0.4670 -1.5955  C1 1.533, S3 1.595, S4 1.779
3 S -1.5273 -1.9391 -2.0231  C2 1.595
4 S -1.8583 0.5719 -0.3744  C2 1.779, H8 1.295
5 H -0.4681 0.6239 -3.4062  C1 1.099
6 H 0.2968 1.1502 -1.8868  C1 1.097
7 H 0.7360 -0.4596 -2.7556  C1 1.122
8 H -0.7559 0.6295 0.3021  S4 1.295
9 C 1.3259 1.1897 1.1150  C10 1.196, H12 1.085
10 C 0.6785 0.3067 1.5969  C9 1.196, C11 1.427
11 C 0.3731 -0.8077 2.4344  C10 1.427, H13 1.107, H14 1.070, H15 1.092
12 H 1.6643 2.2192 1.0548  C9 1.085
13 H 0.6328 -1.8395 2.1279  C11 1.107
14 H 0.7523 -0.5006 3.3869  C11 1.070
15 H -0.7083 -0.9541 2.4733  C11 1.092

Properties
**Energy above the lowest of the compared OMol25 structures with the same formula, charge and spin**: 3.474 eV
**Calculated total energy**: -26981.6837 eV
**SMILES**: CC(=S)S.C#CC
**Orbital gap**: 8.4 eV

Results of the natural (NBO) charge analysis, in e, for atoms 1 through 4:
1 C -0.694
2 C -0.280
3 S 0.094
4 S 0.004